Computed, not measured: a single C3H2N2O2 molecule in a non-equilibrium geometry, with the ωB97M-V functional and the def2-TZVPD basis.

The geometry in XYZ format:
```
9
Properties=species:S:1:pos:R:3:nbo_charge:R:1
O 2.3807 -0.6786 0.5501 -0.5012
O -1.2589 1.4727 -0.8781 -0.5223
N -0.6760 -1.7926 0.4443 -0.5232
N 0.9512 1.0379 -0.1722 -0.6316
C 1.3168 -0.2431 0.2548 0.6189
C -0.1081 -0.7357 0.1496 0.1201
C -0.3867 0.8093 -0.4256 0.6372
H -1.6828 -1.8449 0.2983 0.3714
H 1.5234 1.8634 -0.2954 0.4307
```

energy above the lowest of the compared OMol25 structures with the same formula, charge and spin: 64.0 kJ/mol
SMILES: N=c1c(=O)[nH]c1=O
HOMO level: -0.3590 hartree
HOMO-LUMO gap: 9.53 eV